1.
61
Properties=species:S:1:pos:R:3:forces:R:3:lowdin_charge:R:1 method="wB97M-V/def2-TZVPD" charge=+2 homo_ev=-15.16 e_above_lowest_ev=0.000
Sc -0.526 -0.777 -0.520 0.027 -0.153 0.556 0.77
C 2.994 -3.667 -0.790 0.316 -0.033 0.277 0.00
C 3.542 -3.589 0.470 0.729 -0.535 -0.105 0.01
C 2.870 -2.931 1.481 0.614 -0.069 0.466 0.02
C 1.738 -2.241 1.186 -0.960 0.339 -1.212 -0.18
N 1.228 -2.241 -0.089 -0.247 0.425 1.481 0.04
C 1.820 -3.002 -0.996 -0.728 0.691 -0.502 -0.13
C 0.963 -1.490 2.196 0.710 -0.322 0.273 -0.18
C 1.374 -1.419 3.535 -0.007 0.224 -0.286 0.04
C 0.538 -0.743 4.402 0.033 0.039 -0.022 0.02
C -0.648 -0.182 3.937 -0.141 -0.304 0.629 0.03
C -0.978 -0.318 2.611 -0.258 0.050 -0.859 -0.20
N -0.163 -0.936 1.750 0.477 -0.110 -0.174 0.09
C -2.250 0.113 1.974 0.293 -0.665 -0.570 -0.21
C -3.236 0.686 2.712 -0.699 0.305 0.419 0.02
C -4.452 0.991 2.115 -0.354 -0.150 -0.451 0.02
C -4.648 0.647 0.773 -0.065 0.348 0.647 0.00
C -3.607 0.064 0.100 0.898 -0.115 -0.236 -0.12
N -2.416 -0.195 0.657 0.392 0.368 0.510 0.03
H 3.446 -4.171 -1.619 0.289 -0.346 -0.099 0.13
H 4.501 -4.046 0.678 -0.042 -0.124 0.028 0.13
H 3.261 -2.937 2.489 0.078 -0.046 -0.101 0.12
H 1.329 -3.008 -1.949 -0.127 -0.125 -0.494 0.11
H 2.325 -1.830 3.902 -0.663 0.118 -0.339 0.13
H 0.802 -0.673 5.447 -0.050 0.081 0.080 0.13
H -1.334 0.248 4.652 0.066 0.185 -0.082 0.13
H -3.067 0.853 3.766 -0.192 0.213 -0.061 0.12
H -5.224 1.460 2.707 -0.122 0.008 -0.104 0.13
H -5.536 0.823 0.187 -0.311 0.160 0.408 0.13
H -3.707 -0.162 -0.951 0.046 -0.224 -0.110 0.11
C -1.454 0.842 -3.712 0.331 -0.068 0.031 -0.01
C -0.553 0.931 -2.496 -1.507 0.805 -1.089 -0.25
C -0.921 1.785 -1.444 -0.105 0.386 0.167 -0.19
C -2.158 2.672 -1.527 0.865 0.272 -0.146 0.01
C -0.053 1.915 -0.336 -0.811 -0.127 0.591 -0.19
C -0.496 2.727 0.888 0.389 -1.153 0.407 0.01
C 1.192 1.283 -0.376 0.342 -0.413 -0.067 -0.20
C 2.107 1.446 0.811 -0.210 -0.584 0.187 -0.01
C 1.594 0.556 -1.538 0.664 0.603 1.538 -0.21
C 3.035 0.176 -1.656 0.111 -0.365 0.188 0.01
C 0.699 0.340 -2.565 0.719 -1.134 -0.678 -0.24
C 1.128 -0.456 -3.796 -0.583 -0.024 0.501 0.00
H -1.304 -0.075 -4.252 0.297 -0.236 -0.304 0.07
H -1.268 1.691 -4.386 -0.030 -0.197 0.147 0.13
H -2.495 0.815 -3.470 -0.607 0.240 0.297 0.08
H -2.824 2.494 -0.701 -0.377 -0.029 0.306 0.06
H -2.699 2.552 -2.453 -0.083 -0.083 -0.086 0.08
H -1.846 3.737 -1.477 -0.096 -0.599 0.048 0.13
H 0.048 3.665 0.916 -0.045 0.265 0.080 0.11
H -0.294 2.195 1.865 -0.051 0.539 -1.126 0.09
H -1.564 2.894 0.875 -0.062 0.295 -0.105 0.07
H 2.757 0.579 1.005 -0.094 0.406 -0.327 0.09
H 1.483 1.533 1.694 0.166 0.210 0.200 0.06
H 2.695 2.355 0.712 0.215 0.026 0.077 0.12
H 3.173 -0.886 -1.877 0.099 0.090 0.336 0.08
H 3.622 0.501 -0.789 -0.158 -0.371 -0.427 0.09
H 3.425 0.682 -2.521 0.316 0.358 -0.441 0.11
H 1.245 0.236 -4.609 0.073 0.287 -0.571 0.11
H 0.393 -1.201 -4.092 -0.272 0.127 0.025 0.08
H 2.044 -1.013 -3.701 0.432 0.128 0.349 0.08
Cl -1.650 -2.298 -1.804 0.068 0.114 -0.077 0.17



2.
59
Properties=species:S:1:pos:R:3:forces:R:3:mulliken_spin:R:1 method="wB97M-V/def2-TZVPD" charge=+1 spin_multiplicity=4 s_squared=3.7815 homo_ev="-9.76 / -10.29"
C -0.687 -1.962 3.586 0.179 -0.789 -0.493 0.13
C -0.538 -1.916 2.155 0.254 -0.905 -0.082 -0.10
C 0.845 -2.172 1.840 -0.705 -1.162 0.867 -0.01
H -1.317 -1.726 1.425 0.160 0.007 0.192 0.00
C 1.540 -2.396 3.087 -0.395 -1.164 -0.097 0.17
C 0.588 -2.278 4.158 0.388 0.128 -0.156 -0.12
H 0.794 -2.354 5.223 0.007 -0.109 -0.346 -0.01
H -1.595 -1.785 4.148 0.098 0.027 -0.171 0.01
H 1.254 -2.224 0.837 0.028 0.192 0.280 0.00
H 2.597 -2.595 3.206 -0.135 0.043 -0.055 0.03
Tc 0.688 -0.405 3.014 -0.006 2.034 0.185 1.75
Cl 2.275 0.453 1.597 0.474 0.830 -0.370 0.11
P 0.281 -0.058 -1.960 -0.178 -0.023 0.152 0.37
C 1.536 -1.192 -2.437 0.462 -0.731 0.113 0.12
C 1.379 -2.075 -3.522 0.186 0.040 0.341 0.03
H 0.459 -2.046 -4.106 0.261 -0.098 0.037 0.00
C 2.406 -2.971 -3.810 0.021 0.045 0.046 -0.01
H 2.289 -3.673 -4.634 0.086 0.204 0.168 0.00
C 3.577 -2.973 -3.043 -0.181 0.230 0.099 0.04
H 4.387 -3.656 -3.293 -0.212 0.115 0.044 0.00
C 3.722 -2.106 -1.951 0.065 -0.142 -0.154 -0.01
H 4.638 -2.109 -1.356 -0.331 -0.076 -0.188 0.00
C 2.694 -1.237 -1.621 -0.440 0.236 -0.385 0.05
H 2.742 -0.586 -0.745 0.169 -0.171 -0.247 0.00
C -1.381 -0.568 -2.265 -0.323 -0.081 0.307 0.05
C -1.746 -1.907 -1.971 -0.122 0.343 -0.217 0.07
H -0.989 -2.617 -1.633 -0.219 0.140 -0.195 0.00
C -3.075 -2.289 -2.109 0.088 -0.059 -0.015 -0.04
H -3.358 -3.328 -1.932 0.062 0.351 0.004 0.00
C -4.046 -1.351 -2.480 0.261 0.171 -0.060 0.10
H -5.084 -1.659 -2.587 0.223 0.054 0.040 0.00
C -3.695 -0.014 -2.706 0.108 -0.118 0.057 -0.04
H -4.459 0.715 -2.973 0.179 -0.188 0.074 0.00
C -2.369 0.390 -2.587 0.082 -0.288 0.101 0.08
H -2.085 1.436 -2.715 -0.104 -0.294 -0.107 0.01
C 0.646 1.620 -2.360 0.173 0.892 0.302 0.07
C 1.184 1.995 -3.606 -0.135 -0.006 0.453 0.03
H 1.363 1.228 -4.359 0.027 0.291 0.074 0.00
C 1.473 3.339 -3.833 -0.030 -0.014 0.068 0.00
H 1.903 3.642 -4.788 -0.163 -0.060 0.285 0.00
C 1.216 4.293 -2.840 -0.152 -0.353 0.192 0.02
H 1.426 5.343 -3.036 -0.025 -0.237 0.037 0.00
C 0.695 3.912 -1.594 0.070 0.173 -0.183 -0.01
H 0.486 4.661 -0.825 0.185 -0.247 -0.288 0.00
C 0.437 2.574 -1.334 -0.071 -0.400 -0.574 0.06
H 0.081 2.221 -0.365 0.073 0.275 -0.186 0.00
C 0.095 1.880 4.792 -0.336 0.091 -0.007 -0.01
C -1.182 1.276 4.203 -0.428 -0.021 0.030 0.00
C -2.309 2.311 4.256 0.078 -0.221 0.193 0.02
C -0.989 0.770 2.769 -0.811 0.770 0.016 0.04
H 0.323 2.839 4.315 0.156 -0.235 -0.086 0.00
H 0.971 1.212 4.710 0.155 0.094 0.125 -0.01
H -0.078 2.082 5.853 0.307 -0.107 -0.044 0.00
H -1.477 0.414 4.835 0.084 0.375 -0.151 0.00
H -2.045 3.183 3.650 -0.049 -0.051 0.047 0.00
H -3.233 1.878 3.867 0.000 0.124 0.054 0.00
H -2.471 2.633 5.287 -0.116 0.088 -0.068 0.00
H -1.926 0.288 2.452 0.299 0.045 -0.014 0.00
H -0.855 1.639 2.110 0.222 -0.060 -0.042 0.00



3.
65
Properties=species:S:1:pos:R:3:forces:R:3:mulliken_spin:R:1 method="wB97M-V/def2-TZVPD" charge=+1 spin_multiplicity=2 s_squared=0.8379 homo_ev="-9.18 / -9.22" e_above_lowest_ev=0.501
Co 0.551 0.625 -0.403 -1.071 0.580 -0.183 1.04
C -1.604 2.833 0.211 0.010 0.119 -0.121 0.00
N -0.998 1.683 0.880 -0.075 0.038 0.098 0.05
C -0.276 2.045 2.097 0.126 -0.070 0.223 -0.02
C 1.226 2.113 1.924 -0.018 -0.068 0.073 0.01
C 2.019 2.310 3.046 0.213 0.140 -0.169 0.00
C 3.396 2.232 2.926 -0.356 -0.052 -0.211 0.00
C 3.935 2.023 1.665 -0.054 0.132 -0.077 0.00
C 3.078 1.889 0.589 0.314 0.027 -0.021 0.00
N 1.748 1.898 0.714 -0.131 -0.588 0.068 0.00
C -1.992 0.623 1.056 -0.082 -0.226 0.151 0.00
C -2.256 -0.056 -0.266 -0.317 -0.030 0.175 0.00
C -3.536 -0.390 -0.684 0.084 0.004 -0.056 0.00
C -3.711 -1.070 -1.880 0.249 0.051 0.091 0.00
C -2.588 -1.407 -2.620 -0.182 0.046 0.209 0.00
C -1.350 -1.015 -2.143 0.122 -0.256 -0.349 0.00
N -1.184 -0.349 -1.006 0.615 0.380 0.168 -0.01
C -0.876 3.286 -1.027 -0.114 0.273 0.077 0.00
C -1.116 4.558 -1.537 0.091 -0.185 -0.031 0.00
C -0.547 4.918 -2.744 0.044 -0.167 0.082 0.00
C 0.260 3.993 -3.388 -0.053 -0.005 0.101 0.00
C 0.475 2.765 -2.787 0.159 0.170 -0.441 0.00
N -0.081 2.410 -1.634 0.226 -0.576 0.551 0.00
H -1.702 3.677 0.903 -0.068 -0.067 -0.085 0.00
H -2.617 2.563 -0.111 0.078 0.061 0.083 0.00
H -0.472 1.302 2.876 -0.011 0.007 -0.106 0.00
H -0.616 3.011 2.491 -0.044 -0.094 -0.005 0.00
H 1.555 2.487 4.002 -0.093 -0.020 0.165 0.00
H 4.026 2.314 3.796 0.099 0.059 0.093 0.00
H 5.001 1.958 1.521 0.093 0.016 -0.075 0.00
H 3.452 1.735 -0.415 0.028 -0.109 0.022 0.00
H -2.932 1.002 1.484 0.098 -0.058 -0.060 0.00
H -1.591 -0.133 1.741 -0.011 0.092 -0.090 0.00
H -4.386 -0.105 -0.085 -0.080 0.004 0.126 0.00
H -4.700 -1.325 -2.225 -0.109 -0.048 -0.027 0.00
H -2.677 -1.955 -3.545 0.075 0.015 -0.061 0.00
H -0.445 -1.240 -2.687 0.047 0.077 -0.023 -0.01
H -1.739 5.251 -0.993 -0.110 0.018 0.074 0.00
H -0.729 5.894 -3.169 0.015 0.056 -0.030 0.00
H 0.724 4.225 -4.332 0.097 -0.026 -0.120 0.00
H 1.112 2.028 -3.251 0.053 -0.035 -0.097 0.00
Te 1.323 -1.375 1.147 -0.308 0.229 0.161 -0.10
C -0.298 -2.220 2.222 0.287 0.231 -0.192 0.00
C -1.284 -2.974 1.601 0.006 0.030 -0.219 0.00
C -2.247 -3.624 2.352 -0.134 -0.058 0.059 0.00
C -2.243 -3.512 3.733 -0.079 -0.051 0.083 0.00
C -1.264 -2.758 4.359 -0.133 -0.162 0.132 0.00
C -0.292 -2.128 3.608 0.102 0.200 0.060 0.00
H -1.293 -3.077 0.524 0.061 -0.003 -0.086 0.00
H -2.986 -4.241 1.860 -0.090 0.006 -0.030 0.00
H -2.990 -4.026 4.316 -0.082 -0.047 0.080 0.00
H -1.237 -2.681 5.436 -0.046 -0.007 0.091 0.00
H 0.490 -1.569 4.103 0.047 0.067 0.024 0.00
S 2.177 -0.067 -2.380 -0.063 0.841 -0.073 0.02
C 2.299 -1.724 -2.292 0.415 -0.673 0.542 0.01
N 1.767 -2.603 -3.153 0.003 0.009 0.029 0.00
C 1.927 -3.974 -2.709 -0.152 -0.493 0.007 0.00
C 2.870 -3.830 -1.500 0.117 -0.284 0.193 0.00
N 2.911 -2.395 -1.302 0.220 0.127 -1.139 0.00
H 1.282 -2.345 -3.994 0.041 0.209 0.129 0.00
H 2.352 -4.598 -3.497 -0.040 0.029 0.084 0.00
H 0.956 -4.389 -2.415 0.177 -0.002 -0.030 0.00
H 3.871 -4.217 -1.709 -0.097 -0.025 0.014 0.00
H 2.478 -4.316 -0.602 0.026 -0.003 -0.140 0.00
H 3.586 -1.959 -0.699 -0.235 0.145 0.029 0.00



| no. | E_tot (eV) |
| --- | --- |
| 1 | -66155.6371 |
| 2 | -52471.0969 |
| 3 | -93162.2279 |